Here is a single C6H6O2 molecule in a non-equilibrium geometry from the OMol25 dataset. Energies are from ωB97M-V/def2-TZVPD.

Each line ends with the natural charge from an NBO analysis.
Cartesian coordinates (Å):
C  -1.83307  2.31554  -0.00404  -0.152
C  -0.92071  1.52605  0.14230  -0.180
C  0.58686  1.09711  0.13789  0.479
O  1.50639  1.87818  0.02335  -0.509
C  0.52206  -0.32678  0.05888  -0.208
C  1.54034  -1.23376  0.66412  -0.644
C  -0.80976  -0.66052  -0.23824  0.301
O  -1.31129  -0.78259  -1.49048  -0.677
H  -2.55865  3.07963  -0.16136  0.239
H  1.42036  -2.25550  0.29108  0.216
H  2.54852  -0.87454  0.44357  0.250
H  1.44806  -1.28525  1.75480  0.225
H  -1.43724  -1.21624  0.45312  0.157
H  -0.70188  -1.26132  -2.07501  0.503

The orbital gap (spin up / spin down) comes out at 0.28863 / 0.23645 hartree. Its SMILES is C#CC(=O)/C(C)=C\O. For the energy, the calculation gives -382.491174 hartree.



Here is a molecular structure, C55H56Cl2FGeIrNO5PS from the OMol25 dataset. Energies are from ωB97M-V/def2-TZVPD.

Each line ends with the Löwdin spin population.
Cartesian coordinates (Å):
Ir  0.90948  0.06992  -0.42617  0.087
C  4.25087  -1.99608  6.00615  0.000
C  2.77172  -2.31125  5.91775  0.000
C  1.99751  -1.88902  7.15719  0.000
C  0.58526  -2.44371  7.09030  0.000
C  -0.05241  -2.15413  5.75569  0.000
C  -1.41869  -2.21459  5.60830  0.000
C  -2.01531  -1.90133  4.38951  0.000
F  -3.34988  -1.96841  4.30680  0.000
C  -1.29037  -1.51180  3.30163  0.000
C  0.10512  -1.44443  3.42691  0.000
C  0.90595  -1.00021  2.30562  0.000
O  0.27938  -0.90811  1.19194  -0.001
C  2.25479  -0.73494  2.53304  0.000
C  2.80155  -1.14248  3.73953  0.000
N  2.11179  -1.70027  4.72691  0.000
C  0.72301  -1.77487  4.63914  0.000
C  3.21481  -0.10975  1.54681  0.000
O  4.39803  -0.06267  1.83599  0.001
O  2.74425  0.34389  0.42739  0.001
H  4.63964  -2.47187  6.90533  0.000
H  4.43051  -0.92288  6.08680  0.000
H  4.81532  -2.38771  5.16072  0.000
H  2.64465  -3.39185  5.79091  0.000
H  1.98232  -0.80425  7.21382  0.000
H  2.51234  -2.25913  8.04352  0.000
H  -0.03596  -2.02293  7.88146  0.000
H  0.60763  -3.52545  7.25187  0.000
H  -2.05097  -2.48298  6.44540  0.000
H  -1.77320  -1.23798  2.37442  0.000
H  3.86936  -1.03428  3.85463  0.000
Cl  0.96260  1.87209  -2.17339  0.010
C  -0.66392  1.92702  -2.80470  0.045
C  -0.92677  2.86184  -3.78204  -0.008
C  -2.21307  2.92078  -4.30119  0.059
C  -3.19700  2.05405  -3.85229  -0.010
C  -2.90241  1.11983  -2.87393  0.051
Cl  -4.13672  0.04456  -2.33866  0.011
C  -1.61741  1.03739  -2.32156  0.023
S  -1.25624  -0.13192  -1.09817  0.498
H  -0.14717  3.52672  -4.12750  -0.001
H  -2.44773  3.64809  -5.06590  0.004
H  -4.19827  2.09500  -4.25662  -0.002
O  -1.74411  1.63964  0.57158  0.169
C  -0.70068  2.24833  0.85675  0.010
O  0.48790  1.78755  0.70162  0.007
C  -0.91434  3.66004  1.37469  0.011
C  0.21798  4.66035  1.64648  0.003
Ge  2.15150  4.33364  1.47963  0.000
C  2.76336  4.05143  -0.34804  0.000
C  2.14643  4.82580  -1.33254  0.000
C  2.57922  4.78707  -2.65075  0.000
C  3.63997  3.96368  -3.00501  0.000
C  4.26840  3.19643  -2.03355  0.000
C  3.83738  3.24492  -0.71291  0.000
C  2.73952  3.27463  3.00953  0.000
C  1.79413  2.78533  3.90983  0.000
C  2.17297  2.33934  5.17043  0.000
C  3.51388  2.35761  5.53187  0.000
C  4.47024  2.79196  4.62663  0.000
C  4.08217  3.25609  3.38066  0.000
C  2.90236  6.09885  1.93869  0.000
C  3.80200  6.77193  1.11564  0.000
C  4.34850  7.99219  1.49661  0.000
C  3.99973  8.56160  2.71121  0.000
C  3.10703  7.90352  3.54760  0.000
C  2.57164  6.68375  3.16341  0.000
H  -1.52856  3.51107  2.26663  0.000
H  -1.60300  4.08794  0.64348  0.000
H  0.13240  5.00287  2.67987  0.000
H  0.05516  5.55153  1.03836  0.000
H  1.32740  5.48805  -1.06949  0.000
H  2.09723  5.40661  -3.39720  0.000
H  3.98772  3.93456  -4.02999  0.000
H  5.11220  2.57135  -2.29885  0.000
H  4.34896  2.64840  0.03036  0.000
H  0.74109  2.78693  3.64988  0.000
H  1.41865  2.00865  5.87582  0.000
H  3.81499  2.05592  6.52466  0.000
H  5.51781  2.80131  4.90192  0.000
H  4.83706  3.64646  2.70742  0.000
H  4.08635  6.34745  0.15920  0.000
H  5.04736  8.49696  0.84163  0.000
H  4.42439  9.51150  3.00920  0.000
H  2.83358  8.33931  4.50023  0.000
H  1.89331  6.17628  3.84313  0.000
C  3.31616  -4.20425  -1.78867  0.000
C  3.08161  -2.88139  -1.04101  0.000
C  4.36666  -2.04797  -1.06082  0.000
C  2.72832  -3.29905  0.39463  0.000
P  1.62680  -1.89382  -1.70130  0.006
C  0.30047  -3.15576  -1.73521  0.007
C  -0.70708  -3.15014  -0.77221  0.007
C  -1.71168  -4.10803  -0.77819  0.002
C  -1.73294  -5.09114  -1.75303  0.000
C  -0.72866  -5.12169  -2.71039  0.002
C  0.27816  -4.17045  -2.69602  0.000
C  2.01083  -1.37525  -3.47803  0.001
C  0.67647  -0.98169  -4.12005  0.003
C  2.67010  -2.37959  -4.43802  0.000
C  3.00138  -0.18698  -3.40736  0.000
H  4.22300  -4.64203  -1.36499  0.000
H  3.47352  -4.11112  -2.85750  0.000
H  2.50631  -4.91071  -1.61321  0.000
H  5.13362  -2.58346  -0.49624  0.000
H  4.24046  -1.07168  -0.59697  0.000
H  4.74157  -1.91608  -2.07561  0.000
H  3.44235  -4.06279  0.71151  0.000
H  1.72974  -3.73461  0.46019  0.000
H  2.81357  -2.47886  1.09900  0.000
H  -0.70669  -2.41381  0.01709  0.000
H  -2.47957  -4.07661  -0.01618  0.000
H  -2.51986  -5.83344  -1.76501  0.000
H  -0.72334  -5.89107  -3.47114  0.000
H  1.05019  -4.23633  -3.44459  0.000
H  0.04373  -1.85626  -4.27749  0.000
H  0.87317  -0.52481  -5.09280  0.000
H  0.11399  -0.27179  -3.53002  0.003
H  2.06723  -3.25701  -4.65531  0.000
H  3.66279  -2.68234  -4.11538  0.000
H  2.79939  -1.84848  -5.38508  0.000
H  4.02144  -0.53667  -3.55764  0.000
H  2.77827  0.52317  -4.20569  0.000
H  2.99824  0.35607  -2.46564  0.000

The orbital gap (spin up / spin down) comes out at 0.28647 / 0.22276 hartree. The spin multiplicity is 2. For the energy, the calculation gives -6501.360794 hartree. The charge is +1.



Here is a molecular structure, C3H10N3O7Sn in a non-equilibrium geometry from the OMol25 dataset. Energies are from ωB97M-V/def2-TZVPD.

Each line ends with the natural charge from an NBO analysis.
Cartesian coordinates (Å):
Sn  -13.36826  -21.11253  18.65348  1.584
O  -11.82533  -22.08820  20.68781  -1.100
H  -11.68446  -21.40647  21.35947  0.448
C  -12.50677  -18.84114  22.74444  -0.503
N  -13.65777  -19.42729  22.01563  0.556
O  -13.85133  -19.13571  20.83464  -0.485
O  -14.26930  -20.24094  22.64103  -0.281
H  -11.92007  -19.69533  23.08399  0.252
H  -12.93619  -18.37382  23.62735  0.258
H  -11.88527  -18.18705  22.14335  0.239
C  -8.93500  -19.63143  24.25449  -0.484
N  -9.10761  -20.64727  23.17726  0.536
O  -10.07818  -21.38072  23.27273  -0.416
O  -8.34358  -20.59593  22.24359  -0.335
H  -9.82722  -19.01296  24.24286  0.219
H  -8.02376  -19.07497  24.06428  0.243
H  -8.82998  -20.13905  25.21019  0.247
C  -14.33058  -23.63653  22.47245  -0.499
N  -15.25223  -23.48200  21.31816  0.542
O  -15.76121  -24.47885  20.87622  -0.314
O  -15.49997  -22.33885  20.94140  -0.456
H  -13.33092  -23.47107  22.06844  0.267
H  -14.41317  -24.67224  22.78953  0.240
H  -14.61893  -22.99740  23.29966  0.245

The orbital gap comes out at 0.26013 hartree. For the energy, the calculation gives -1024.908218 hartree. The charge is +1.



Here is a gas-phase ion, C2H4N5OS (charge +1) in a non-equilibrium geometry from the OMol25 dataset. Energies are from ωB97M-V/def2-TZVPD.

Each line ends with the natural charge from an NBO analysis.
Cartesian coordinates (Å):
C  -0.69782  0.04383  -0.35514  0.264
C  -0.76966  1.15998  -1.14165  -0.267
N  0.30771  -0.87723  -0.22837  -0.260
N  1.33227  -1.07133  0.32474  0.266
N  -2.96013  0.20556  -0.08311  -0.515
N  2.26965  -1.66751  0.65001  -0.302
N  -1.84293  -0.45075  0.18818  -0.239
O  -5.37849  0.11732  0.29924  -0.727
S  -4.24023  -0.69923  0.11942  1.437
H  0.08536  1.70640  -1.75058  0.275
H  -1.83547  1.56817  -1.14235  0.256
H  2.35990  -1.77576  1.65366  0.385
H  -1.90380  -1.33290  0.72269  0.427

The orbital gap (spin up / spin down) comes out at 0.20839 / 0.25545 hartree. The spin multiplicity is 3. For the energy, the calculation gives -825.256576 hartree. The charge is +1.



Here is a single C4H6O2 molecule from the OMol25 dataset. Energies are from ωB97M-V/def2-TZVPD.

Each line ends with the natural charge from an NBO analysis.
Cartesian coordinates (Å):
C  -0.11666  0.18183  1.93726  -0.469
C  -0.26072  -0.17517  0.65749  0.206
O  -1.49465  -0.55484  0.21701  -0.672
C  0.81738  -0.08686  -0.38854  0.537
C  0.38035  0.16278  -1.81959  -0.717
O  1.98355  -0.12593  -0.05943  -0.518
H  -1.01827  0.46780  2.47633  0.196
H  0.82706  0.23717  2.45355  0.232
H  -1.92137  -0.80104  1.05150  0.485
H  1.26785  0.28296  -2.44588  0.238
H  -0.23393  -0.66060  -2.19536  0.243
H  -0.23059  1.07190  -1.88435  0.238

The orbital gap comes out at 0.35960 hartree. Its SMILES is C=C(O)C(C)=O. For the energy, the calculation gives -306.457284 hartree.



Here is 7 unconnected molecules or ions with the total composition C9H18Cl10O8S2 in a non-equilibrium geometry from the OMol25 dataset. Energies are from ωB97M-V/def2-TZVPD.

Each line ends with the natural charge from an NBO analysis.
Cartesian coordinates (Å):
C  -2.13946  -3.68875  -1.03369  -0.092
C  -2.74371  -4.37822  -2.27196  -0.105
O  -1.62799  -4.79235  -3.03227  -0.667
S  -0.42968  -5.37470  -2.09562  2.459
O  0.89518  -4.95558  -2.45632  -0.853
O  -0.71619  -6.77468  -1.73457  -0.850
O  -0.84118  -4.32749  -0.79900  -0.695
H  -2.80085  -3.79781  -0.17416  0.213
H  -1.92529  -2.63810  -1.22958  0.176
H  -3.30616  -3.70904  -2.92309  0.211
H  -3.46982  -5.15790  -2.04178  0.206
C  -2.84768  1.92024  0.36070  -0.102
C  -4.33634  1.64226  0.49401  -0.101
O  -4.50085  1.41037  1.88171  -0.673
S  -3.14140  0.78739  2.62925  2.479
O  -3.14302  -0.66431  2.67071  -0.859
O  -2.96345  1.49864  3.90417  -0.851
O  -2.21462  1.41728  1.49733  -0.706
H  -2.69096  2.99879  0.34458  0.202
H  -2.47359  1.37909  -0.50839  0.199
H  -4.81710  0.89092  -0.13244  0.200
H  -4.88217  2.56990  0.32180  0.209
C  1.95137  4.30000  -1.92719  -0.468
Cl  1.79715  3.57950  -3.50643  0.377
Cl  3.50470  5.11129  -1.66610  0.154
H  1.14678  5.02022  -2.07564  0.297
H  1.57401  3.54124  -1.24164  0.291
C  0.24938  5.54294  1.68824  -0.373
Cl  -0.05248  3.88875  1.11073  -0.049
Cl  1.49747  6.42895  0.72445  -0.043
H  -0.65558  6.09462  1.43368  0.232
H  0.45902  5.66039  2.75142  0.252
C  0.85292  0.34842  -0.07023  -0.451
Cl  -0.60345  -0.49271  -0.22934  0.089
Cl  1.63859  0.65433  -1.66084  0.133
H  0.63170  1.31651  0.37918  0.249
H  1.52041  -0.15529  0.62893  0.281
C  6.08555  -0.45445  0.34438  -0.363
Cl  6.22558  -1.37604  -1.26777  -0.045
Cl  4.47383  0.09946  0.76912  -0.042
H  6.50188  -0.98176  1.20270  0.241
H  6.59751  0.49113  0.16584  0.225
C  2.25421  -2.97606  1.66883  -0.437
Cl  3.93811  -3.30090  2.17705  -0.036
Cl  1.36585  -2.01968  2.76715  0.031
H  2.35847  -2.62004  0.64390  0.217
H  1.80335  -3.95692  1.51804  0.239

The orbital gap (spin up / spin down) comes out at 0.35850 / 0.08418 hartree. The spin multiplicity is 2. For the energy, the calculation gives -6353.417753 hartree. The charge is +1.